This record from the Open Molecules 2025 dataset describes a structure of composition C15H22MoN2O5Te in a non-equilibrium geometry. The level of theory is ωB97M-V/def2-TZVPD.

Values from the calculation:
Charge   +2
Multiplicity   1
Relative energy (zero: lowest compared OMol25 entry of this formula, charge and spin)   1.5 kcal/mol
HOMO level (spin up / spin down)   -15.1 / -15.3 eV
E   -1406.158566 a.u.

```
46
Properties=species:S:1:pos:R:3:forces:R:3
Mo -0.62814 0.33437 1.27068 -1.061 0.442 -0.327
O -1.45109 2.25391 2.39953 0.037 0.000 0.090
C -2.73564 2.78027 2.02321 -0.107 0.043 -0.153
C -2.72302 2.74721 0.51502 0.083 -0.068 0.137
N -2.47259 1.35430 0.04920 -0.003 -0.024 -0.107
C -3.66071 0.50646 0.20326 -0.127 -0.127 0.010
C -3.39052 -0.67714 1.11121 0.329 -0.153 0.212
O -4.05414 -1.63656 1.26233 -0.182 0.073 -0.108
O -2.17630 -0.55139 1.80079 0.361 0.279 -0.116
C -1.93391 1.38101 -1.31611 0.123 0.068 -0.183
C -0.43594 1.63491 -1.26839 0.249 -0.016 0.037
O 0.28043 1.80568 -2.19685 -0.197 0.058 -0.059
O 0.07863 1.56071 0.00952 -0.095 -0.270 0.280
H -1.20903 2.52724 3.29175 -0.059 -0.010 0.020
H -2.85144 3.79862 2.39095 0.033 0.011 -0.041
H -3.52646 2.16145 2.45481 0.018 0.011 0.000
H -1.90421 3.37353 0.16143 -0.015 0.009 -0.004
H -3.65388 3.12087 0.08308 -0.028 0.007 0.042
H -4.01293 0.11579 -0.75192 0.022 -0.002 0.011
H -4.49502 1.06061 0.63603 0.002 0.015 -0.005
H -2.40943 2.13743 -1.94590 0.004 -0.022 0.002
H -2.06850 0.41101 -1.80034 0.004 -0.003 0.036
C 3.78657 -1.55684 0.73660 0.002 -0.024 -0.001
N 3.64765 -0.75892 -0.51677 -0.011 -0.003 0.037
C 4.71144 0.28543 -0.61211 0.014 0.038 0.005
C 2.27544 -0.14198 -0.64516 -0.001 0.018 -0.019
C 1.19238 -1.19464 -0.76646 0.014 -0.028 -0.050
C 1.36721 -2.16676 -1.74717 -0.004 0.087 0.041
C 0.48571 -3.22746 -1.89381 0.000 -0.019 -0.003
C -0.59662 -3.32489 -1.04000 -0.021 -0.028 -0.008
C -0.82013 -2.33716 -0.09282 -0.036 -0.041 0.057
C 0.03929 -1.23404 0.05589 0.178 -0.079 -0.086
H 4.76813 -2.02322 0.75375 -0.005 -0.002 -0.006
H 3.00832 -2.31459 0.76255 -0.002 -0.008 0.003
H 3.68671 -0.87725 1.58043 0.013 0.011 -0.018
H 3.77718 -1.39710 -1.30094 -0.016 -0.064 -0.039
H 4.59078 0.97206 0.22264 0.003 0.005 -0.010
H 4.60436 0.81854 -1.55314 -0.002 -0.008 0.001
H 5.68450 -0.19587 -0.56020 -0.005 -0.001 0.003
H 2.30274 0.50628 -1.52229 0.000 -0.016 0.015
H 2.16427 0.48829 0.23314 0.007 -0.026 -0.023
H 2.19775 -2.10169 -2.44363 0.038 0.027 0.006
H 0.65298 -3.96889 -2.66293 -0.006 -0.001 -0.004
H -1.27910 -4.16102 -1.11030 -0.007 0.000 0.000
H -1.66955 -2.46349 0.56312 -0.006 0.016 -0.016
Te 0.85581 0.17491 3.17633 0.461 -0.175 0.339
```
Forces are in eV/Å.